This record from OMol25 describes one molecule with the formula C3H5N in a non-equilibrium geometry. The level of theory is ωB97M-V with the def2-TZVPD basis set.

Element x y z (Å)
1 C -1.1061 -0.6516 -1.1494
2 C -0.5291 0.1755 -0.2087
3 N 0.7813 0.2531 -0.1987
4 C 1.4428 0.5456 0.9939
5 H -2.1538 -0.6955 -1.0580
6 H -0.6006 -1.3457 -1.9648
7 H -1.1469 0.4980 0.7241
8 H 2.5065 0.5306 0.9361
9 H 0.8060 0.6901 1.9254

**ΔE to the lowest compared entry with this formula, charge and spin**: 236.81 kJ/mol
**Highest occupied orbital energy**: -8.8 eV
**Calculated total energy**: -171.9649 Eh
**SMILES string**: C=CN=C